C23H33N2O2P2Tl | ωB97M-V/def2-TZVPD

The geometry in ORCA input format:
```
! wB97M-V def2-TZVPD RIJCOSX def2/J DEFGRID3
* xyz 2 1
Tl -0.17790 -0.69208 -0.08339
P -2.44295 0.47337 -0.56515
C -2.16373 0.85794 -2.25008
C -0.88116 1.31369 -2.70010
N 0.24629 1.03337 -1.95412
C 1.45118 1.43795 -2.34279
C 1.63791 2.18735 -3.50855
C 0.53406 2.50969 -4.29744
C -0.72421 2.06887 -3.91225
C 2.66702 1.10472 -1.49290
P 2.44819 -0.38623 -0.41952
H -1.61904 2.25598 -4.49572
H 2.65024 2.48549 -3.77667
H 0.66674 3.05253 -5.22118
H 3.50276 0.89378 -2.18803
H 2.89886 1.98387 -0.85322
H -2.14396 -1.22983 -3.80987
H -3.00416 1.07391 -2.92606
H -0.81872 -3.30472 -2.68916
O -1.94676 -2.18107 -3.92570
H -2.44891 -2.45823 -4.71791
H -0.42278 -2.42392 0.34224
O -0.49035 -3.68320 -1.84044
H 0.46972 -3.48552 -1.78537
C 2.89208 -1.77171 -1.51328
H 3.93631 -1.66249 -1.84558
H 2.78345 -2.71513 -0.95603
H 2.23626 -1.81492 -2.39640
C 3.71537 -0.31723 0.88010
H 3.63799 -1.23781 1.48376
H 4.72673 -0.24857 0.43490
H 3.54252 0.54705 1.54490
C -3.13266 1.87109 0.35866
H -4.13352 2.13008 -0.03040
H -3.20387 1.58428 1.41686
H -2.48098 2.75445 0.29406
C -3.52048 -0.96609 -0.35834
H -3.66650 -1.09916 0.72441
H -4.48623 -0.77938 -0.85549
H -3.04101 -1.86489 -0.77592
C -0.02173 5.38512 2.46357
C 0.07120 4.78204 1.19126
C 0.04103 3.39894 1.09424
C -0.09675 2.56011 2.24435
C -0.18611 3.20712 3.51908
C -0.15458 4.59484 3.61503
N -0.10009 1.21473 2.04878
C -0.39665 0.28460 3.02577
C 0.40514 -0.88879 3.17072
C 0.07391 -1.87209 4.09541
C -1.04749 -1.68489 4.92607
C -1.87349 -0.55722 4.78469
C -1.54979 0.42081 3.84352
H 0.01050 6.46421 2.55110
H 0.15767 5.38521 0.28947
H 0.10302 2.89655 0.12687
H -0.30174 2.60925 4.42579
H -0.24504 5.07806 4.59516
H 1.30849 -0.98411 2.56223
H 0.68697 -2.76751 4.17978
H -1.29843 -2.43245 5.67087
H -2.75916 -0.43042 5.40781
H -2.15927 1.32183 3.73982
*
```

Its calculated total energy is -2010.7828 hartree. The frontier orbital gap (alpha / beta) is 6.74 / 4.97 eV.

=====

C23H33N2O2P2Yb | ωB97M-V/def2-TZVPD

The geometry in ORCA input format:
```
! wB97M-V def2-TZVPD RIJCOSX def2/J DEFGRID3
* xyz 2 2
Yb 0.03533 -0.35314 -0.41483
P 2.07913 -1.37384 -0.14973
C 2.38383 -1.83844 -1.95803
C 1.08463 -2.14124 -2.69363
N -0.04577 -1.58164 -2.18533
C -1.22397 -1.80104 -2.82593
C -1.31207 -2.57924 -3.98353
C -0.14267 -3.14194 -4.50223
C 1.07483 -2.92134 -3.85293
C -2.46487 -1.19224 -2.18643
P -2.04177 0.30976 -1.11543
H 1.99053 -3.34134 -4.24243
H -2.26247 -2.74604 -4.46833
H -0.17917 -3.74374 -5.39853
H -3.19577 -0.91124 -2.94473
H -2.92367 -1.95204 -1.55373
H 2.84723 -1.01304 -2.43913
H 3.07363 -2.68014 -2.01323
H 1.80043 3.46346 -2.81173
O 2.64043 3.33546 -3.40983
H 2.39463 3.67056 -4.31633
H -1.51497 4.51296 -0.75953
O -1.12987 5.31656 -1.23923
H -1.57827 6.11646 -0.83213
C -2.26307 1.70126 -2.36493
H -3.24597 1.64606 -2.83273
H -2.16747 2.66816 -1.87083
H -1.50337 1.62776 -3.14393
C -3.60337 0.47476 -0.07703
H -3.56137 1.38796 0.51737
H -4.48587 0.51416 -0.71553
H -3.69907 -0.37704 0.59647
C 2.14723 -3.05674 0.68827
H 3.06943 -3.57644 0.42887
H 2.10653 -2.93674 1.77107
H 1.30083 -3.66564 0.37017
C 3.73413 -0.60364 0.30617
H 3.76093 -0.37264 1.37097
H 4.55033 -1.28764 0.07357
H 3.88373 0.31746 -0.25833
C 0.24203 4.48386 2.74647
C 0.57193 4.04776 1.46167
C 0.46003 2.69306 1.12667
C 0.03063 1.76096 2.08087
C -0.31987 2.21916 3.36997
C -0.20657 3.56946 3.69927
N -0.08437 0.38966 1.70617
C -0.18177 -0.73724 2.58497
C 0.37283 -0.76464 3.88217
C 0.28993 -1.92484 4.66287
C -0.33937 -3.06704 4.16427
C -0.88077 -3.05724 2.88007
C -0.79507 -1.90584 2.09507
H 0.32833 5.53096 3.00667
H 0.91203 4.76046 0.72247
H 0.71563 2.36876 0.12657
H -0.70157 1.55296 4.12857
H -0.47547 3.90626 4.69277
H 0.90353 0.08166 4.29027
H 0.72583 -1.94334 5.65297
H -0.39847 -3.96424 4.76737
H -1.36197 -3.94434 2.48787
H -1.22037 -1.93084 1.10107
*
```

As for the expectation value of S²: 0.75. As for the energy relative to the best compared isomer or geometry (same formula, charge and spin): 121.67 kcal/mol. Its calculated total energy is -2996.9900 hartree. The frontier orbital gap (alpha / beta) is 5.50 / 5.52 eV.

=====

C23H33N2O3 | ωB97M-V/def2-TZVPD

The geometry in ORCA input format:
```
! wB97M-V def2-TZVPD RIJCOSX def2/J DEFGRID3
* xyz 1 1
C 4.13548 -0.79950 1.73638
C 2.97437 -0.00362 2.24666
C 3.19227 0.95973 3.22522
C 2.15668 1.70262 3.76116
C 0.86083 1.46770 3.33965
C 0.62767 0.51554 2.36425
C 1.66795 -0.20224 1.78980
C 1.36211 -1.22398 0.71403
O -0.01723 -1.11680 0.32572
C -0.56088 -2.32286 -0.15270
C -1.87334 -2.06952 -0.90513
O -2.77331 -1.28055 -0.14463
C -1.68213 -1.40790 -2.31055
N -1.86658 0.00448 -2.43667
C -0.82666 0.94843 -2.17079
C -0.95442 1.58975 -0.76311
N -2.31454 1.34143 -0.24506
C -2.58339 2.03540 1.03043
C -3.54055 1.21441 1.90760
O -2.94993 0.00740 2.32033
C -3.30704 1.64079 -1.29419
C -3.19254 0.56792 -2.39888
C 2.21186 -1.05744 -0.52882
C 2.71143 -2.16667 -1.19937
C 3.41385 -2.01386 -2.38304
C 3.62223 -0.75062 -2.90871
C 3.13351 0.36098 -2.24206
C 2.42884 0.20864 -1.06109
H 3.87621 -1.85019 1.62668
H 4.97383 -0.71917 2.42348
H 4.45953 -0.43265 0.76327
H 4.19906 1.12364 3.57892
H 2.35761 2.44526 4.51745
H 0.03940 2.01813 3.77713
H -0.37820 0.28692 2.04885
H 1.52709 -2.22752 1.13761
H -0.75395 -2.99928 0.69725
H 0.13175 -2.82649 -0.83801
H -2.32282 -3.05917 -1.07151
H -2.78878 -1.57879 0.77630
H -2.39180 -1.88405 -2.99220
H -0.67738 -1.64972 -2.66142
H -0.87777 1.73520 -2.93335
H 0.14295 0.45901 -2.25831
H -0.24485 1.13076 -0.07554
H -0.77842 2.66654 -0.80900
H -2.39166 0.28278 -0.09093
H -1.63629 2.16496 1.55983
H -3.00460 3.02216 0.82815
H -4.43169 0.93325 1.34027
H -3.85651 1.82254 2.76041
H -2.39579 0.15225 3.09615
H -4.30901 1.63525 -0.86650
H -3.10075 2.63849 -1.68856
H -3.43242 1.03405 -3.36498
H -3.91040 -0.23176 -2.22023
H 2.57153 -3.15627 -0.78631
H 3.80117 -2.88329 -2.89162
H 4.17213 -0.63127 -3.82917
H 3.30533 1.34982 -2.63967
H 2.06897 1.07899 -0.53086
*
```

The SMILES is Cc1ccccc1[C@@H](OC[C@@H](O)CN1CC[NH+](CCO)CC1)c1ccccc1. As for the energy relative to the best compared isomer or geometry (same formula, charge and spin): 2.53 kcal/mol. Its calculated total energy is -1231.2191 hartree. The frontier orbital gap is 9.40 eV.

=====

C23H33N3O2S | ωB97M-V/def2-TZVPD

The geometry in ORCA input format:
```
! wB97M-V def2-TZVPD RIJCOSX def2/J DEFGRID3
* xyz 0 1
O 4.35113 0.73311 1.04139
C 4.10759 0.23948 -0.10326
N 3.20726 -0.66409 -0.20314
C 2.47994 -1.30624 -1.39872
H 2.97871 -1.11632 -2.41492
C 0.90445 -0.92214 -1.38215
H 0.39294 -1.36871 -2.15828
H 0.89935 0.27449 -1.61137
C 0.16665 -1.30687 -0.28036
N -1.16321 -1.10755 -0.29129
C -1.66800 0.51796 -0.09808
C -3.13272 0.58889 -0.75505
H -3.02639 0.02452 -1.81800
H -3.30496 1.62794 -0.53396
C -4.00820 -0.42592 -0.01044
C -5.44468 -0.34195 -0.40388
O -5.64916 -1.14938 -1.44090
N -6.26807 0.53951 0.07018
C -5.91419 1.60799 1.03655
C -7.38370 2.28012 1.36932
H -7.27307 3.23682 1.54923
C -8.04602 2.29992 -0.00740
C -7.52782 0.93245 -0.58849
H -7.47760 0.78494 -1.55340
H -8.23869 0.22654 -0.55444
H -8.92110 2.37660 -0.19464
H -7.44289 2.78606 -0.77925
H -7.97112 1.84168 1.89474
H -5.83336 0.92265 2.12438
H -5.17781 2.16804 0.94129
C -3.47160 -1.73502 -0.01499
C -2.07140 -1.95205 0.39725
H -1.97125 -1.61385 1.61573
H -1.70523 -3.08202 0.40147
H -3.56970 -2.23843 -0.99936
H -4.07078 -2.30320 0.67185
H -4.00832 -0.08847 0.99172
H -1.58713 0.65004 1.21052
H -0.95063 1.00881 -0.66112
C 0.81828 -0.65037 1.15590
C 2.48079 -1.28195 1.20219
H 2.80347 -0.69691 2.12197
H 2.37698 -2.33995 1.12119
H 0.41020 -1.29550 1.99509
H 0.77685 0.37259 0.99581
H 0.47087 -2.49019 -0.18058
H 2.55742 -2.47837 -1.29128
C 4.68060 0.56428 -1.38995
H 3.83332 1.36159 -2.10394
H 4.79184 -0.05113 -1.98072
S 5.92731 1.94404 -1.21379
C 7.18539 0.99429 -0.41858
C 8.48445 1.71961 -0.07971
C 9.41055 0.92255 0.73620
C 9.38776 -0.42532 0.99460
C 8.18411 -0.96116 0.70372
C 7.06378 -0.47448 -0.19910
H 6.13644 -0.97951 -0.35606
H 8.10223 -2.02287 0.70131
H 10.23397 -0.88127 1.65700
H 10.28315 1.49183 0.84840
H 8.39101 2.71184 -0.07840
*
```

As for the energy relative to the best compared isomer or geometry (same formula, charge and spin): 413.18 kcal/mol. Its calculated total energy is -1608.5359 hartree. The frontier orbital gap is 8.34 eV.

=====

C23H33N3O3S | ωB97M-V/def2-TZVPD

The geometry in ORCA input format:
```
! wB97M-V def2-TZVPD RIJCOSX def2/J DEFGRID3
* xyz 0 1
C -3.40105 3.61184 -8.57152
H -3.41670 2.53956 -8.75308
H -3.96754 4.10600 -9.35733
H -2.36891 3.95138 -8.62011
C -4.00097 3.92803 -7.19957
C -3.21573 3.24685 -6.11677
C -3.54148 1.95769 -5.71027
C -2.79907 1.30914 -4.74451
C -1.70321 1.94586 -4.16375
C -1.36804 3.23819 -4.56806
C -2.11893 3.87439 -5.53416
H -1.85599 4.87608 -5.84289
H -0.51782 3.71884 -4.11080
C -0.91602 1.28690 -3.14784
N 0.11936 1.78143 -2.52966
C 0.52754 0.80768 -1.65979
C -0.30733 -0.27055 -1.78516
O -1.22039 0.03670 -2.73710
C -0.38333 -1.57433 -1.08496
H 0.60508 -2.02089 -0.99676
H -1.03779 -2.24524 -1.63403
H -0.79216 -1.42101 -0.08506
C 1.67798 1.02086 -0.76159
H 2.61422 1.09339 -1.31705
H 1.75895 0.24535 -0.00342
S 1.51461 2.66791 0.08307
O 2.46745 2.60157 1.20693
C -0.14312 2.36406 0.86253
C -0.18320 1.07877 1.66199
O -0.99377 0.19728 1.44042
N 0.73645 1.03421 2.64417
C 0.93719 -0.16526 3.42144
H 1.30962 0.12366 4.40622
H -0.03402 -0.65421 3.52410
C 1.93129 -1.12281 2.72201
N 2.20908 -2.36768 3.39119
C 1.07621 -3.27006 3.50538
C 0.36361 -3.33437 4.86453
C 1.00802 -4.34082 5.81506
C 2.36732 -3.89738 6.34794
C 3.37789 -3.53841 5.25936
H 3.44602 -4.33819 4.52260
C 3.06279 -2.21882 4.55485
H 3.99766 -1.77980 4.18748
H 2.64787 -1.51930 5.30045
H 4.35843 -3.43919 5.73045
H 2.77843 -4.70481 6.95911
H 2.23335 -3.03069 7.00092
H 1.11836 -5.29496 5.29341
H 0.34141 -4.50757 6.66513
H 0.34051 -2.34696 5.32708
H -0.67039 -3.64011 4.69008
H 1.42289 -4.28057 3.25353
H 0.35729 -2.98128 2.73616
H 1.52294 -1.36222 1.73404
H 2.88075 -0.59601 2.57945
H 1.51934 1.68143 2.57224
H -0.31262 3.22359 1.51044
H -0.88109 2.34794 0.06464
H -3.06062 0.30980 -4.43098
H -4.39098 1.45921 -6.15522
H -3.98891 5.00834 -7.04251
H -5.03869 3.58955 -7.17450
*
```

As for the energy relative to the best compared isomer or geometry (same formula, charge and spin): 51.40 kcal/mol. Its calculated total energy is -1684.4033 hartree. The frontier orbital gap is 8.63 eV.

=====

C23H33N3O5S | ωB97M-V/def2-TZVPD

The geometry in ORCA input format:
```
! wB97M-V def2-TZVPD RIJCOSX def2/J DEFGRID3
* xyz 0 1
C -4.58807 -6.70461 -1.72190
H -4.70779 -7.74095 -2.03857
O -3.58393 -6.18096 -2.56125
C -3.13099 -4.90468 -2.42959
C -2.07605 -4.59167 -3.28791
C -1.49215 -3.34609 -3.30470
C -1.96597 -2.36144 -2.44396
C -3.01805 -2.65601 -1.57919
C -3.60869 -3.90909 -1.55353
O -4.64909 -4.22284 -0.71100
C -5.08058 -3.25569 0.21274
H -5.86619 -3.73992 0.79178
H -4.27193 -2.94956 0.88377
H -5.49395 -2.37387 -0.28774
H -3.36064 -1.87722 -0.91856
C -1.37066 -1.04845 -2.44458
N -0.34952 -0.66705 -3.15710
C -0.14252 0.64278 -2.82612
C -1.08110 1.01829 -1.90325
O -1.87035 -0.05845 -1.67256
C -1.35479 2.30644 -1.21853
H -0.41981 2.83194 -1.04015
H -1.85829 2.11897 -0.27341
H -2.00022 2.93715 -1.83240
C 0.98318 1.40274 -3.39373
H 1.38330 0.88816 -4.26408
H 0.70936 2.42662 -3.64394
S 2.40818 1.57144 -2.20098
O 1.96578 2.54918 -1.19127
C 2.29206 -0.10481 -1.41514
C 1.22379 -0.29154 -0.34391
O 0.47962 -1.25346 -0.34450
N 1.24581 0.63531 0.62193
H 1.78679 1.48676 0.52183
C 0.33200 0.60696 1.73981
H -0.64471 0.24509 1.40313
C 0.23004 2.01648 2.32924
N 1.55117 2.50512 2.65234
C 1.82181 3.90428 2.39797
C 3.06154 4.09643 1.51245
C 4.19724 3.11754 1.81868
C 4.43315 2.85658 3.30790
C 3.56646 1.71846 3.84549
H 3.90437 1.44855 4.84922
H 3.69847 0.84619 3.20207
C 2.07516 2.05055 3.92223
H 1.91577 2.81029 4.70879
H 1.53923 1.14827 4.22632
H 4.25693 3.76747 3.88246
H 5.47943 2.57641 3.45450
H 5.11025 3.51501 1.36962
H 3.98723 2.16367 1.33255
H 2.77863 3.96591 0.46724
H 3.41204 5.12289 1.63939
H 1.96501 4.44001 3.34854
H 0.96832 4.36979 1.89683
H -0.20695 2.67289 1.57460
H -0.44657 1.99625 3.20038
H 0.70546 -0.09693 2.49291
H 3.27217 -0.26747 -0.96369
H 2.13366 -0.82717 -2.21348
H -0.67539 -3.11781 -3.96830
H -1.73163 -5.37594 -3.94325
H -5.53529 -6.17541 -1.84303
H -4.29159 -6.67777 -0.67140
*
```

As for the energy relative to the best compared isomer or geometry (same formula, charge and spin): 57.92 kcal/mol. Its calculated total energy is -1834.8451 hartree. The frontier orbital gap is 8.13 eV.

=====

no.,maximum force (eV/A)
1,1.64
2,9.41
3,0.85
4,18.46
5,1.33
6,1.43